*P*
{
  "formula": "C5H10",
  "method": "ωB97M-V with the def2-TZVPD basis set",
  "species": ["C", "C", "C", "C", "C", "H", "H", "H", "H", "H", "H", "H", "H", "H", "H"],
  "coordinates": [[1.976, -0.682, 0.068], [1.328, 0.742, -0.056], [-0.052, 0.790, 0.044], [-0.978, -0.230, -0.064], [-2.410, -0.061, 0.012], [1.712, -1.212, -0.850], [1.616, -1.362, 1.174], [3.045, -0.580, -0.049], [1.712, 1.089, -0.999], [1.880, 1.568, 0.694], [-0.650, 1.682, 0.121], [-0.674, -1.278, -0.343], [-2.888, -0.688, 0.918], [-2.648, 0.864, 0.221], [-2.970, -0.642, -0.892]],
  "orbital_gap_ha": 0.359,
  "multiplicity": 1
}


*Q*
{
  "formula": "C5H10",
  "method": "ωB97M-V with the def2-TZVPD basis set",
  "species": ["C", "C", "C", "C", "C", "H", "H", "H", "H", "H", "H", "H", "H", "H", "H"],
  "coordinates": [[-0.868, 0.391, 1.571], [0.116, -0.217, 0.576], [-0.436, -0.912, -0.693], [0.750, -0.235, -1.430], [0.809, 0.848, -0.345], [-1.679, 0.928, 1.026], [-1.280, -0.413, 2.150], [-0.301, 1.140, 2.230], [0.873, -0.924, 1.011], [-0.522, -1.999, -0.641], [-1.461, -0.563, -0.999], [0.573, 0.033, -2.494], [1.601, -0.898, -1.306], [0.058, 1.605, -0.567], [1.769, 1.218, -0.088]],
  "orbital_gap_ha": 0.421,
  "smiles": "CC1CCC1",
  "multiplicity": 1
}


*R*
{
  "formula": "C5H10",
  "method": "ωB97M-V with the def2-TZVPD basis set",
  "species": ["C", "C", "C", "H", "H", "H", "H", "H", "H", "C", "C", "H", "H", "H", "H"],
  "coordinates": [[-2.655, -1.646, -0.908], [-1.503, -1.766, -1.563], [-1.002, -0.866, -2.661], [-2.731, -2.079, 0.083], [-3.375, -0.884, -1.172], [-0.796, -2.474, -1.139], [-1.678, -0.815, -3.517], [-0.882, 0.144, -2.281], [-0.071, -1.261, -3.057], [2.695, 2.545, 2.805], [2.227, 1.319, 2.569], [3.655, 2.647, 3.299], [2.241, 3.407, 2.328], [2.529, 0.541, 3.257], [1.346, 1.188, 1.957]],
  "orbital_gap_ha": 0.390,
  "smiles": "C=CC.C=C",
  "multiplicity": 1
}


*S*
{
  "formula": "C5H10",
  "method": "ωB97M-V with the def2-TZVPD basis set",
  "species": ["C", "C", "C", "C", "C", "H", "H", "H", "H", "H", "H", "H", "H", "H", "H"],
  "coordinates": [[1.281, -0.880, 0.008], [0.470, 0.241, 0.670], [0.320, 1.519, -0.214], [-0.989, 0.095, 0.909], [-1.685, -0.673, -0.153], [0.934, -1.117, -1.003], [1.218, -1.797, 0.608], [2.340, -0.607, -0.062], [0.975, 0.536, 1.598], [1.175, 2.185, -0.078], [0.222, 1.247, -1.271], [-0.579, 2.084, 0.076], [-2.707, -0.321, -0.326], [-1.179, -0.859, -1.114], [-1.794, -1.652, 0.351]],
  "orbital_gap_ha": 0.321,
  "multiplicity": 1
}


Least stable of them? *S*.


*P*
{
  "formula": "C5H10",
  "method": "ωB97M-V with the def2-TZVPD basis set",
  "species": ["C", "C", "C", "C", "C", "H", "H", "H", "H", "H", "H", "H", "H", "H", "H"],
  "coordinates": [[1.723, -0.301, -0.078], [0.402, -0.219, -0.145], [-0.730, -0.936, 0.565], [-1.715, -0.196, -0.379], [-0.554, 0.707, -0.872], [2.223, -0.975, 0.616], [2.368, 0.410, -0.593], [-0.719, -2.029, 0.517], [-0.843, -0.645, 1.620], [-2.557, 0.312, 0.099], [-2.093, -0.847, -1.169], [-0.588, 1.723, -0.449], [-0.415, 0.797, -1.954], [2.061, 1.197, 1.681], [1.424, 0.973, 1.343]],
  "orbital_gap_ha": 0.375,
  "smiles": "C=C1CCC1.[H][H]",
  "multiplicity": 1
}


*Q*
{
  "formula": "C5H10",
  "method": "ωB97M-V with the def2-TZVPD basis set",
  "species": ["C", "C", "C", "H", "H", "H", "H", "H", "H", "C", "C", "H", "H", "H", "H"],
  "coordinates": [[2.174, 0.308, -1.246], [1.476, -0.090, -0.196], [1.965, -0.525, 1.158], [1.743, 0.491, -2.223], [3.258, 0.361, -1.230], [0.397, -0.105, -0.309], [1.138, -0.829, 1.792], [2.400, 0.351, 1.654], [2.778, -1.241, 1.098], [-2.971, 0.634, -0.416], [-2.722, -0.261, 0.541], [-2.841, 1.709, -0.333], [-3.333, 0.283, -1.381], [-2.730, 0.026, 1.582], [-2.599, -1.271, 0.156]],
  "orbital_gap_ha": 0.392,
  "smiles": "C=CC.C=C",
  "multiplicity": 1
}


Least stable of them? *P*.


*P*
{
  "formula": "C5H8N4O",
  "method": "ωB97M-V with the def2-TZVPD basis set",
  "species": ["C", "C", "C", "C", "N", "N", "N", "C", "N", "O", "H", "H", "H", "H", "H", "H", "H", "H"],
  "coordinates": [[1.025, 1.806, 0.186], [0.629, 0.514, -0.627], [-0.209, 0.981, -1.766], [1.807, -0.262, -1.018], [2.632, -0.959, -1.523], [-0.255, -0.379, 0.163], [-0.137, -0.496, 1.467], [-1.046, -1.438, 1.974], [-1.428, -2.545, 1.209], [-1.584, -1.462, 3.090], [0.081, 2.211, 0.559], [1.547, 1.486, 1.117], [1.604, 2.487, -0.423], [-1.057, 1.656, -1.439], [0.402, 1.643, -2.393], [-0.530, 0.179, -2.455], [-1.259, -2.408, 0.239], [-2.221, -3.015, 1.640]],
  "orbital_gap_ha": 0.322,
  "smiles": "CC(C)(C#N)/N=N/C(N)=O",
  "multiplicity": 1
}


*Q*
{
  "formula": "C5H8N4O",
  "method": "ωB97M-V with the def2-TZVPD basis set",
  "species": ["C", "C", "C", "C", "C", "N", "N", "N", "N", "O", "H", "H", "H", "H", "H", "H", "H", "H"],
  "coordinates": [[2.632, 0.882, -0.546], [-1.540, -1.410, -0.291], [-0.767, -0.091, -0.307], [-3.018, -1.240, -0.558], [1.519, 1.299, 1.572], [2.253, 0.554, -1.740], [1.067, 0.019, -1.662], [0.545, 0.110, -0.488], [1.542, 0.767, 0.285], [-1.137, -0.690, 0.966], [3.493, 1.490, -0.349], [-1.118, -2.358, -0.428], [2.599, 1.526, 1.674], [-3.262, -0.161, -0.510], [-3.587, -2.027, 0.011], [-3.127, -1.637, -1.599], [0.831, 2.250, 1.570], [1.074, 0.719, 2.399]],
  "orbital_gap_ha": [0.277, 0.277],
  "multiplicity": 1
}


*R*
{
  "formula": "C5H8N4O",
  "method": "ωB97M-V with the def2-TZVPD basis set",
  "species": ["C", "C", "C", "C", "C", "N", "N", "N", "N", "O", "H", "H", "H", "H", "H", "H", "H", "H"],
  "coordinates": [[1.778, -0.286, -0.087], [0.631, -0.856, -0.021], [0.151, 1.855, -0.445], [0.790, -2.372, 0.297], [-2.130, 1.396, -0.390], [-0.648, -0.347, -0.088], [2.858, 0.193, -0.431], [-0.773, 0.993, -0.199], [0.862, 2.788, -0.245], [3.842, 0.637, 0.448], [0.720, -2.649, 1.440], [-0.124, -2.877, -0.268], [1.725, -2.714, -0.074], [-2.411, 2.366, 0.033], [-2.339, 1.299, -1.379], [-2.807, 0.634, 0.175], [3.475, 0.339, 1.329], [1.578, 3.136, -0.830]],
  "orbital_gap_ha": [0.262, 0.262],
  "multiplicity": 1
}


Least stable of them? *R*.